{
  "formula": "C4H40N3O14",
  "method": "the ωB97M-V functional and the def2-TZVPD basis",
  "de_lowest_kcal_mol": 24.3,
  "charge": 1,
  "e_lumo_ev": -2.77,
  "homo_lumo_gap_ev": 7.24,
  "elements": ["O", "O", "O", "O", "O", "O", "O", "O", "O", "O", "O", "O", "O", "O", "N", "N", "N", "C", "C", "C", "C", "H", "H", "H", "H", "H", "H", "H", "H", "H", "H", "H", "H", "H", "H", "H", "H", "H", "H", "H", "H", "H", "H", "H", "H", "H", "H", "H", "H", "H", "H", "H", "H", "H", "H", "H", "H", "H", "H", "H", "H"],
  "positions_angstrom": [[-1.5430, -4.9707, -0.0725], [-1.6286, 1.8168, 0.5158], [-1.6911, -1.6624, -2.1200], [-0.3459, 3.6684, -1.9035], [-1.4020, -1.6516, 0.8776], [-3.0380, 1.3241, -3.4234], [2.4009, 2.4810, -2.6250], [0.5273, -3.7811, 3.1262], [1.8352, -0.7398, -4.5219], [2.5345, -0.9838, 4.4850], [0.8924, -4.1822, -1.6457], [0.7261, 3.2063, 0.5448], [-4.1022, 2.0499, 1.9032], [-0.4819, 0.8240, -2.7766], [0.4226, -0.3883, -0.5300], [-0.2687, 0.5304, 3.7213], [1.8630, 2.1121, 2.6573], [1.8357, -0.5956, -0.0592], [0.5227, 0.1769, 2.5645], [2.3670, 0.3653, 0.9318], [1.5604, 0.8913, 2.1006], [1.1067, -1.0762, -5.0454], [1.0474, 2.7434, 2.6068], [1.9336, -1.6455, 0.2495], [0.9779, 3.6778, -0.2624], [3.4568, 0.1501, 1.0785], [1.5817, -3.9163, -2.2509], [2.6640, 1.3450, 0.4325], [-1.6714, -1.0823, 1.6067], [1.4929, 2.5116, -2.2851], [1.7382, -1.1982, 4.0038], [-0.8978, -0.2280, 3.9642], [2.4019, -0.7123, -1.0239], [-4.3185, 2.9801, 2.0864], [-3.6494, 0.8631, -4.0037], [1.2013, -4.5294, -0.8083], [0.1018, -3.9972, 2.3055], [-1.6856, -5.2718, -0.9769], [-1.3819, 0.4982, -2.9445], [0.3606, 0.6068, 4.5211], [-0.2311, 3.0012, 0.4663], [-1.8932, -1.9039, -3.0355], [-0.9888, 3.5340, -1.2124], [-4.4383, 1.7106, 2.7456], [-2.3246, 1.9367, 1.1782], [0.3006, -0.7876, 2.1076], [2.5877, -0.0646, 4.7619], [2.3990, 1.7022, -3.1823], [-0.2654, 4.5909, -2.1577], [-0.0450, 0.0424, 0.2961], [-0.2552, 1.4874, -3.4214], [-1.8799, -1.6676, 0.0433], [2.6725, 2.6818, 2.4101], [-2.1386, 1.6971, -0.3042], [-0.0280, -1.2396, -0.8153], [-0.8462, -5.4464, 0.3767], [-1.0506, -2.3545, -1.8740], [0.0358, -3.4177, 3.8604], [0.3479, 0.2080, -1.3672], [2.1004, 0.0813, -4.9498], [-3.5056, 1.9983, -2.9308]],
  "atomic_forces_ev_per_a": [[-0.6176, 0.8611, 0.1603], [-0.3927, -0.0313, -0.8252], [0.3514, -0.6397, -0.0595], [0.6056, -0.3968, -0.9970], [1.0019, -1.0120, 0.4356], [0.3735, -0.3848, -0.1263], [-0.4368, -0.0121, 0.2021], [1.9906, -0.0480, 0.3490], [0.1883, 0.1500, 0.2919], [0.9859, -0.6515, 0.6347], [-1.3368, 0.4578, -0.2440], [-0.3902, 0.3514, -0.3296], [-0.4342, 0.7736, 0.8735], [0.2836, -0.6217, 0.4549], [1.0177, 1.2601, 1.0629], [0.4859, -0.2584, -0.3665], [-0.2979, 1.4190, 1.1085], [0.3416, -2.4857, -2.2224], [-0.2816, -0.3623, 0.1612], [2.3914, 3.5373, -0.8164], [-0.1762, -1.4072, -0.3558], [-0.1180, -0.0038, -0.1701], [0.7265, -0.6113, 0.3350], [-0.5730, 0.2624, 0.6684], [-0.2468, -0.1772, 0.2957], [-0.9663, -0.8135, 0.8924], [0.6993, -0.2474, 0.3044], [-1.0593, -0.8237, -0.2460], [-0.8169, 0.1070, -0.9119], [0.1339, 0.2409, 0.0311], [-0.1783, 0.5366, -0.1520], [-0.0049, 0.0983, -0.1304], [0.0647, 0.9767, 0.9785], [0.2667, 0.0312, -0.6783], [-0.3365, 0.2624, 0.1009], [0.6376, 0.0805, -0.2099], [-1.2081, 0.3782, 0.1847], [0.5308, -0.3789, 0.3465], [0.2597, 0.5328, -0.0968], [-0.1886, 0.4235, -0.0671], [0.8635, -0.0512, 0.1257], [-0.1637, 0.1258, 0.2103], [-0.3536, 0.4734, 0.1542], [0.2332, -0.7420, -0.2017], [-0.2155, -0.0298, 0.3827], [0.1906, 0.1756, 0.1585], [-0.4817, -0.0122, -0.3756], [0.1990, -0.2538, -0.1195], [-0.3870, 0.1604, 0.2515], [-0.3957, -0.2358, -0.8431], [-0.2967, 0.4046, -0.3029], [-1.0173, 0.5494, 0.6366], [-0.2403, -0.9498, -0.4117], [0.2716, -0.1349, 0.2823], [0.0168, -0.2537, 0.5171], [0.0317, -0.5620, -0.4555], [-0.2986, -0.1718, -0.1639], [-0.8650, -0.1939, -0.5361], [-0.0027, 0.4189, 0.1140], [0.0161, -0.1553, -0.1634], [-0.3803, 0.0645, -0.1266]]
}